No. 1
8
Properties=species:S:1:pos:R:3:mulliken_charge:R:1 method="wB97M-V/def2-TZVPD" gap_ev="7.45 / 7.20" spin_multiplicity=3 e_above_lowest_kj_mol=105.3 s2=2.02 energy_ha=-874.82487
C -0.01 -1.61 -0.41 -0.0929
C -1.28 -1.29 -0.37 -0.2016
S 1.56 -1.83 -0.75 -0.2134
S 2.00 2.31 0.82 -0.2915
H -1.69 -1.12 0.68 0.2100
H 2.77 1.29 1.22 0.1451
H -1.96 -1.41 -1.18 0.3014
H 1.45 2.34 2.05 0.1430


No. 2
14
Properties=species:S:1:pos:R:3:mulliken_charge:R:1 method="wB97M-V/def2-TZVPD" gap_ev=4.45 e_above_lowest_kj_mol=605.8 total_charge=-1 energy_ha=-701.29547
C 1.24 0.98 -0.53 -0.6164
C 1.43 -0.47 0.20 -0.5715
S 3.13 -0.89 0.16 -0.4822
N -0.10 1.47 -0.28 -0.3799
C -0.93 0.54 -0.72 0.3557
N -2.05 -0.90 1.17 -0.7730
O -1.26 0.33 -1.89 -0.5135
H 1.26 0.67 -1.57 0.2661
H 2.11 1.59 -0.32 0.4097
H 1.04 -1.24 -0.48 0.1811
H 0.75 -0.41 1.06 0.2699
H -1.50 -0.08 0.12 0.5194
H -2.14 -0.23 1.94 0.1977
H -2.96 -1.35 1.14 0.1368


No. 3
16
Properties=species:S:1:pos:R:3:mulliken_charge:R:1 method="wB97M-V/def2-TZVPD" gap_ev=7.75 e_above_lowest_kj_mol=453.7 energy_ha=-379.91536
C 0.64 1.22 -0.19 0.2731
C 1.02 1.60 1.17 -1.0107
C 0.20 -2.18 0.57 -1.1325
C -0.23 0.72 -1.11 0.7842
C -0.67 -1.06 0.02 0.3827
N -1.41 0.93 -1.73 -0.5251
N 1.13 1.03 -1.41 -0.6497
O -1.88 -1.18 -0.03 -0.6037
H -2.15 0.37 -1.29 0.3465
H -1.38 0.86 -2.74 0.2385
H 2.08 1.39 1.34 0.3293
H 0.87 2.67 1.28 0.3238
H 0.42 1.06 1.90 0.3057
H -0.24 -3.17 0.44 0.3619
H 1.20 -2.21 0.14 0.2768
H 0.40 -2.05 1.64 0.2992


No. 4
82
Properties=species:S:1:pos:R:3:mulliken_charge:R:1 method="wB97M-V/def2-TZVPD" gap_ev="6.38 / 5.25" spin_multiplicity=6 s2=8.77 total_charge=+1 energy_ha=-1618.34343
C 2.35 1.17 0.12 1.2678
C 1.29 2.21 0.25 1.0754
C 1.23 2.89 -1.04 -0.4974
C 2.19 2.34 -1.90 1.7734
C 2.89 1.32 -1.24 -0.4731
Ir 0.44 0.29 -0.07 -0.3465
C -0.59 -1.32 -3.08 0.5191
C -0.10 -1.84 -1.92 -0.9096
H -0.49 -2.77 -1.53 0.8541
C 1.07 -1.27 -1.21 -0.6847
H 1.85 -0.89 -1.87 0.8465
H 1.54 -1.99 -0.52 0.6358
C -1.99 -1.60 -3.54 -1.4939
H -2.69 -1.73 -2.70 0.2576
H -2.37 -0.78 -4.16 0.3690
H -2.01 -2.52 -4.15 0.3881
C 0.30 -0.64 -4.08 -0.9577
H 1.24 -0.29 -3.65 0.0452
H 0.56 -1.35 -4.88 0.4309
H -0.20 0.21 -4.57 0.3265
C 0.99 2.93 1.52 -1.5105
H 1.16 2.29 2.40 0.4856
H 1.63 3.82 1.62 0.3432
H -0.05 3.28 1.53 0.3424
C 0.42 4.10 -1.30 -1.9231
H -0.52 4.07 -0.72 0.3235
H 0.96 5.01 -1.01 0.3840
H 0.16 4.19 -2.36 0.3523
C 2.48 2.82 -3.29 -1.7985
H 1.56 3.15 -3.80 0.3545
H 3.17 3.67 -3.27 0.3700
H 2.94 2.03 -3.89 0.3799
C 4.07 0.60 -1.76 -2.0703
H 3.91 0.25 -2.79 0.4219
H 4.96 1.25 -1.78 0.4027
H 4.31 -0.27 -1.15 0.3406
C 3.19 0.73 1.26 -0.8370
H 3.83 -0.11 0.96 0.3825
H 3.83 1.56 1.60 0.3145
H 2.56 0.42 2.10 -0.1568
C -1.29 0.92 -1.07 0.8654
C -2.52 0.69 -0.51 -0.7392
C -1.22 1.58 -2.29 0.3569
C -3.67 1.32 -1.01 -0.8779
H -2.54 0.12 0.42 0.1206
C -2.37 2.14 -2.86 -1.3392
H -0.26 1.67 -2.81 0.6575
C -3.59 2.04 -2.19 -0.9863
H -4.61 1.24 -0.46 0.4629
H -2.29 2.66 -3.82 0.5067
H -4.48 2.54 -2.61 0.3814
C -2.30 -2.75 0.34 -1.1928
C -2.02 -1.99 1.63 0.8195
C -2.24 -2.91 2.84 -1.8859
P -0.41 -1.04 1.67 0.9873
C -0.75 0.31 2.95 2.0600
C -2.16 0.36 3.56 -1.6207
C 0.29 0.41 4.06 -2.0631
C 0.88 -2.33 2.12 1.1857
C 0.99 -2.68 3.61 -1.5468
C 0.77 -3.63 1.31 -1.8606
H -1.62 -3.60 0.20 0.1906
H -2.23 -2.10 -0.53 -0.2425
H -3.32 -3.15 0.38 0.6004
H -2.79 -1.21 1.70 0.7430
H -1.65 -3.84 2.77 0.3070
H -2.04 -2.43 3.81 0.3043
H -3.30 -3.21 2.85 0.4275
H -0.66 1.21 2.32 -0.7804
H -2.37 -0.51 4.20 0.3018
H -2.23 1.26 4.20 0.4514
H -2.95 0.45 2.81 0.3680
H 0.20 1.39 4.56 0.4801
H 1.33 0.32 3.70 0.2219
H 0.12 -0.36 4.84 0.5279
H 1.82 -1.82 1.83 0.2591
H 0.04 -3.03 4.03 0.1918
H 1.71 -3.50 3.71 0.4883
H 1.36 -1.85 4.22 0.3546
H 0.64 -3.47 0.23 0.3747
H 1.72 -4.17 1.44 0.5281
H -0.02 -4.28 1.67 0.2833


No. 5
55
Properties=species:S:1:pos:R:3:mulliken_charge:R:1 method="wB97M-V/def2-TZVPD" gap_ev=9.36 e_above_lowest_kj_mol=211.6 smiles="COc1cccc(CCc2nnc(CCC(=O)NCCc3cccc(C)n3)o2)c1" energy_ha=-1298.70660
C 1.87 -1.36 -0.75 -0.5103
H 1.53 -0.80 0.13 -0.0148
O 0.80 -2.03 -1.37 -0.5112
C 0.02 -2.86 -0.63 0.5191
C 0.22 -3.14 0.72 0.2077
C -0.68 -3.93 1.42 0.3480
C -1.76 -4.49 0.75 -0.6240
C -1.94 -4.25 -0.60 -0.6781
C -1.07 -3.43 -1.29 -0.6648
H -1.21 -3.21 -2.33 0.4604
H -2.78 -4.70 -1.12 0.3893
H -2.46 -5.11 1.29 0.4347
C -0.54 -4.05 2.91 -1.2163
H 0.51 -3.97 3.20 0.3535
H -0.93 -5.00 3.27 0.4323
C -1.33 -2.90 3.58 -0.8405
C -0.97 -1.62 2.94 0.6317
N 0.08 -0.89 3.16 -1.0349
N 0.05 0.11 2.26 0.1111
C -1.01 -0.05 1.53 0.7087
O -1.71 -1.13 1.93 -0.3220
C -1.47 0.79 0.40 0.0299
H -0.70 0.79 -0.38 -0.6406
H -2.38 0.32 0.00 0.5929
C -1.76 2.25 0.81 -1.0623
C -0.56 3.17 0.61 0.5932
O -0.63 4.18 -0.05 -0.6672
N 0.55 2.77 1.27 -0.1088
H 0.55 1.86 1.72 0.4773
C 1.83 3.37 1.01 -1.0745
H 1.65 4.40 0.69 0.4653
H 2.42 3.37 1.93 0.4404
C 2.58 2.61 -0.10 -0.8289
C 1.82 2.72 -1.39 0.4861
N 1.02 1.70 -1.71 0.2325
C 0.30 1.77 -2.83 1.1116
C 0.35 2.88 -3.67 -0.9516
C 1.17 3.94 -3.33 -0.5605
C 1.93 3.86 -2.18 -0.6823
H 2.59 4.66 -1.89 0.4679
H 1.22 4.81 -3.97 0.4028
H -0.26 2.90 -4.56 0.4702
C -0.57 0.60 -3.14 -1.3007
H -0.24 -0.28 -2.61 -0.0492
H -1.60 0.82 -2.86 0.2457
H -0.56 0.39 -4.21 0.5429
H 2.66 1.56 0.19 0.0766
H 3.58 3.03 -0.21 0.4852
H -2.57 2.65 0.20 0.3629
H -2.08 2.30 1.86 0.4811
H -1.10 -2.86 4.65 0.4163
H -2.40 -3.06 3.45 0.3270
H 1.06 -2.72 1.25 0.3290
H 2.66 -2.06 -0.45 0.4710
H 2.26 -0.67 -1.49 0.2395


No. 6
12
Properties=species:S:1:pos:R:3:mulliken_charge:R:1 method="wB97M-V/def2-TZVPD" gap_ev=11.63 e_above_lowest_kj_mol=106.2 smiles=O.O.O.O energy_ha=-305.73875
O 5.70 3.88 2.93 -0.6307
H 6.57 4.27 3.22 0.3098
H 5.75 2.92 3.00 0.3327
O 6.57 3.65 6.08 -0.6450
H 6.80 3.28 5.23 0.3097
H 5.63 3.99 5.81 0.3504
O 3.05 2.89 3.86 -0.6323
H 3.95 2.84 4.20 0.2878
H 2.92 3.79 3.56 0.3270
O 8.65 3.31 3.90 -0.6211
H 9.24 3.71 4.53 0.3132
H 9.26 3.33 3.14 0.2985